[1]
Below is a structure of composition C3H9BrN3 at a distorted geometry, with properties calculated with the ωB97M-V functional and the def2-TZVPD basis.

Energy above the lowest of the compared OMol25 structures with the same formula, charge and spin in kcal per mole: 68.98
HOMO (spin up / spin down) in eV: -12.18 / -12.35
Total energy in eV: -77759.3335
HOMO-LUMO gap (spin up / spin down) in eV: 7.73 / 8.57
Charge: +1
Maximum force in Eh/bohr: 0.02410

Each line ends with the Löwdin charge.
Positions of all 16 atoms, in Å:
C1 0.23 1.85 -0.20  -0.02
C2 -1.32 -0.10 -0.29  -0.23
C3 -0.37 -1.04 -0.94  -0.59
N1 1.75 -2.02 0.83  -0.10
N2 1.72 -0.87 0.74  0.08
N3 -0.52 0.84 0.58  -0.04
Br1 -0.33 -2.82 -0.42  0.88
H1 0.73 2.54 0.47  0.11
H2 0.98 1.34 -0.81  0.09
H3 -0.44 2.40 -0.86  0.11
H4 -1.87 0.51 -1.01  0.13
H5 -2.03 -0.63 0.35  0.12
H6 -0.07 -0.88 -1.96  0.05
H7 2.45 -2.65 1.23  0.12
H8 0.21 0.24 1.03  0.10
H9 -1.11 1.30 1.27  0.18

---

[2]
Below is the molecule H5N3O at a distorted geometry, with properties calculated with the ωB97M-V functional and the def2-TZVPD basis.

Energy above the lowest of the compared OMol25 structures with the same formula, charge and spin in kcal per mole: 52.07
HOMO in eV: -9.28
Total energy in eV: -6594.2383
HOMO-LUMO gap in eV: 10.44
Structure (SMILES): NN(N)O
Maximum force in Eh/bohr: 0.06992

Each line ends with the Löwdin charge.
Positions of all 9 atoms, in Å:
N1 -0.08 -1.01 -0.77  -0.03
N2 0.56 0.09 -0.30  -0.25
N3 -0.73 0.84 0.48  0.01
O1 1.38 -0.35 0.77  -0.08
H1 0.26 -1.23 -1.69  0.10
H2 -0.83 -1.21 -0.06  0.11
H3 -1.67 0.59 0.17  0.03
H4 -0.79 1.85 0.39  0.03
H5 1.90 0.43 1.01  0.08

---

[3]
Below is the molecule C6H9NS at a distorted geometry, with properties calculated with the ωB97M-V functional and the def2-TZVPD basis.

Energy above the lowest of the compared OMol25 structures with the same formula, charge and spin in kcal per mole: 66.56
HOMO in eV: -8.25
Total energy in eV: -18690.3240
HOMO-LUMO gap in eV: 9.20
Structure (SMILES): C=C1CN[C@@H]2C[C@H]2S1
Maximum force in Eh/bohr: 0.04753

Each line ends with the Löwdin charge.
Positions of all 17 atoms, in Å:
C1 -0.19 -1.45 2.16  -0.02
C2 0.05 -0.46 1.27  -0.53
C3 1.45 -0.05 0.81  -0.17
N1 1.68 -0.17 -0.71  0.00
C4 0.40 -0.13 -1.33  -0.48
C5 -0.27 0.66 -2.36  -0.03
C6 -0.45 0.93 -0.83  -0.61
S1 -1.39 0.39 0.50  0.94
H1 0.64 -1.98 2.61  0.05
H2 -1.20 -1.79 2.33  0.05
H3 1.58 1.02 1.04  0.11
H4 2.21 -0.60 1.38  0.11
H5 2.03 -1.11 -0.90  0.11
H6 -0.17 -1.06 -1.25  0.14
H7 -0.98 0.13 -3.00  0.10
H8 0.25 1.50 -2.82  0.11
H9 0.14 1.84 -0.63  0.11

---

[4]
Below is a structure of composition C28H44KO15Rb2S3 at a distorted geometry, with properties calculated with the ωB97M-V functional and the def2-TZVPD basis.

HOMO in eV: -9.63
Total energy in eV: -110599.3021
HOMO-LUMO gap in eV: 6.41
Charge: +1
Maximum force in Eh/bohr: 0.03785

Each line ends with the Löwdin charge.
Positions of all 93 atoms, in Å:
Rb1 3.98 4.77 0.64  0.92
Rb2 -0.23 4.46 -1.01  0.93
K1 3.63 -3.03 -1.90  0.88
C1 0.42 -0.35 0.18  -0.02
C2 0.47 1.05 0.11  -0.37
C3 1.89 1.77 0.36  -0.38
O1 1.86 3.01 0.50  -0.28
C4 3.02 0.94 0.34  -0.03
C5 2.97 -0.45 0.23  -0.37
C6 1.58 -1.11 0.23  -0.38
O2 1.52 -2.36 0.30  -0.04
O3 4.04 -1.11 0.13  -0.07
O4 -0.57 1.71 -0.08  -0.12
H1 -0.57 -0.79 0.21  0.10
H2 4.00 1.39 0.21  0.10
C7 0.11 0.09 -3.72  -0.21
S1 0.96 -1.50 -4.02  0.91
O5 2.38 -1.26 -3.50  -0.65
C8 0.03 -2.55 -2.87  -0.25
H3 0.43 0.82 -4.45  0.06
H4 0.20 0.45 -2.69  0.05
H5 -0.97 -0.09 -3.77  0.05
H6 -0.12 -1.98 -1.95  0.04
H7 0.53 -3.50 -2.68  0.05
H8 -0.91 -2.76 -3.38  0.05
C9 -2.35 3.99 1.95  -0.27
S2 -1.04 5.02 2.60  0.86
O6 -0.42 5.70 1.40  -0.72
C10 -2.13 6.22 3.42  -0.25
H9 -1.83 3.11 1.53  0.03
H10 -2.91 4.42 1.12  0.07
H11 -3.03 3.57 2.69  0.07
H12 -1.69 7.18 3.68  0.06
H13 -2.59 5.78 4.32  0.06
H14 -3.04 6.41 2.83  0.06
C11 7.69 -0.66 3.09  -0.25
S3 7.12 0.84 3.98  0.83
O7 7.82 2.00 3.35  -0.57
C12 5.45 0.80 3.24  -0.27
H15 7.55 -0.53 2.02  0.05
H16 7.14 -1.52 3.49  0.05
H17 8.74 -0.76 3.35  0.05
H18 5.59 1.02 2.18  0.04
H19 4.81 1.55 3.71  0.04
H20 4.89 -0.11 3.44  0.06
O8 -4.98 -2.83 4.28  0.12
C13 -4.22 -1.98 3.92  -0.48
O9 -3.54 -2.07 2.77  0.03
C14 -2.86 -0.87 2.45  -0.15
C15 -3.33 0.19 3.44  -0.14
C16 -4.07 -0.58 4.54  -0.05
H21 -3.09 -0.67 1.40  0.10
H22 -1.78 -1.05 2.44  0.12
H23 -3.94 0.94 2.93  0.11
H24 -2.49 0.76 3.85  0.11
H25 -5.05 -0.17 4.72  0.12
H26 -3.47 -0.64 5.45  0.12
O10 3.36 2.27 -6.27  0.16
C17 3.42 2.06 -5.11  -0.49
O11 2.51 2.54 -4.22  0.02
C18 2.84 2.13 -2.89  -0.16
C19 4.20 1.45 -2.93  -0.13
C20 4.41 1.17 -4.42  -0.06
H27 2.06 1.46 -2.53  0.09
H28 2.82 3.02 -2.25  0.11
H29 4.26 0.60 -2.25  0.10
H30 4.96 2.15 -2.57  0.11
H31 4.12 0.17 -4.74  0.12
H32 5.45 1.30 -4.70  0.13
O12 -3.74 -2.82 -0.42  0.11
C21 -3.21 -3.89 -0.26  -0.48
O13 -3.89 -5.02 -0.11  0.06
C22 -3.00 -6.13 0.08  -0.13
C23 -1.70 -5.49 0.58  -0.12
C24 -1.73 -4.14 -0.15  -0.07
H33 -2.94 -6.71 -0.84  0.13
H34 -3.36 -6.77 0.88  0.13
H35 -0.78 -6.03 0.31  0.11
H36 -1.64 -5.26 1.64  0.12
H37 -1.45 -4.17 -1.21  0.11
H38 -1.25 -3.33 0.39  0.12
O14 -4.45 1.67 -0.20  0.10
C25 -4.40 0.70 -0.91  -0.50
O15 -5.46 -0.05 -1.23  0.05
C26 -5.12 -0.97 -2.29  -0.13
C27 -3.69 -0.67 -2.73  -0.15
C28 -3.13 0.13 -1.55  -0.08
H39 -5.90 -0.84 -3.04  0.13
H40 -5.20 -1.98 -1.89  0.10
H41 -3.61 -0.07 -3.64  0.11
H42 -3.13 -1.57 -2.99  0.09
H43 -2.44 0.93 -1.78  0.10
H44 -2.75 -0.50 -0.74  0.09

---

[5]
Below is a cluster of 2 separate species, CH4N3P in total at a distorted geometry, with properties calculated with the ωB97M-V functional and the def2-TZVPD basis.

Energy above the lowest of the compared OMol25 structures with the same formula, charge and spin in kcal per mole: 106.30
HOMO (spin up / spin down) in eV: -8.35 / -8.46
Total energy in eV: -14856.1365
HOMO-LUMO gap (spin up / spin down) in eV: 7.81 / 7.91
Maximum force in Eh/bohr: 0.08720

Each line ends with the Löwdin charge.
Positions of all 9 atoms, in Å:
C1 -0.95 0.48 0.22  -0.46
N1 0.14 1.38 0.04  -0.07
N2 1.09 0.84 -0.46  -0.11
N3 0.92 -0.43 -0.82  -0.39
P1 -0.39 -1.28 -0.27  0.83
H1 -1.24 0.73 1.27  0.09
H2 -1.63 0.91 -0.44  0.04
H3 1.72 -0.78 -1.45  0.13
H4 0.34 -1.86 1.91  -0.07

---

[6]
Below is a cluster of 2 separate species, C5H13N3 in total at a distorted geometry, with properties calculated with the ωB97M-V functional and the def2-TZVPD basis.

Energy above the lowest of the compared OMol25 structures with the same formula, charge and spin in kcal per mole: 22.26
HOMO in eV: -8.98
Total energy in eV: -9865.4009
HOMO-LUMO gap in eV: 9.82
Structure (SMILES): C/C=C/C.N=C(N)N
Maximum force in Eh/bohr: 0.05966

Each line ends with the Löwdin charge.
Positions of all 21 atoms, in Å:
C1 0.33 -1.46 -2.63  -0.12
C2 -0.62 -0.34 -2.13  -0.18
C3 -0.17 0.93 -1.95  -0.21
C4 -1.07 2.04 -1.58  -0.14
H1 0.39 -2.31 -1.87  0.08
H2 0.00 -1.88 -3.63  0.07
H3 1.35 -1.00 -2.75  0.07
H4 -1.70 -0.60 -2.01  0.11
H5 0.89 1.13 -2.19  0.10
H6 -1.96 2.03 -2.24  0.08
H7 -0.67 3.08 -1.53  0.08
H8 -1.47 1.84 -0.56  0.06
N1 1.99 0.17 2.87  0.08
C5 0.77 -0.29 2.89  -0.59
N2 -0.32 0.27 2.17  0.08
N3 0.42 -1.50 3.52  0.09
H9 2.01 1.08 2.47  0.01
H10 0.06 0.80 1.38  0.07
H11 -0.87 -0.48 1.76  0.08
H12 -0.52 -1.66 3.91  0.10
H13 1.15 -1.87 4.10  0.07

---

Among the records above, which one has the lowest maximum force? C3H9BrN3